# 1
A cluster of 2 separate species, C6H11O2 in total, computed with the ωB97M-V functional and the def2-TZVPD basis.

Summary:
HOMO-LUMO gap (alpha / beta)	9.85 / 5.73	eV
multiplicity	2
highest occupied orbital energy (alpha / beta)	-0.3302 / -0.3282	Eh

Last column: natural (NBO) charge in e.
Atoms and positions in Å:
O 0.543 -1.044 0.672  -0.1620
O -0.604 0.219 2.122  -0.5905
C -1.857 0.612 -0.544  -0.6464
C 1.052 0.661 -3.163  -0.6347
C 1.227 -1.043 2.931  -0.6970
C 0.308 -0.532 1.820  0.7063
C -0.204 0.285 -2.435  -0.1911
C -0.584 0.866 -1.300  -0.1732
H -1.719 -0.296 0.039  0.2221
H 1.999 -1.702 2.536  0.2253
H 1.539 1.486 -2.642  0.2077
H 0.832 1.027 -4.171  0.2114
H 0.595 -1.567 3.649  0.2512
H -0.922 -0.307 -3.000  0.1881
H 1.744 -0.176 -3.292  0.2114
H 1.659 -0.192 3.453  0.2516
H -2.684 0.468 -1.244  0.2072
H -2.070 1.392 0.186  0.2268
H 0.098 1.564 -0.815  0.1859


# 2
A cluster of 2 separate species, C6H11O2P in total, computed with the ωB97M-V functional and the def2-TZVPD basis.

Summary:
HOMO-LUMO gap	10.02	eV
SMILES	C=C(C)O[PH2]=O.C=C=C
highest occupied orbital energy	-0.3410	Eh

Last column: natural (NBO) charge in e.
Atoms and positions in Å:
P -0.186 0.541 -1.380  1.8466
O -1.167 -0.261 -2.054  -1.0756
O 0.584 -0.322 -0.233  -0.8268
C -2.378 -1.803 0.252  -0.5255
C 1.885 -0.752 1.614  -0.4608
C 2.764 0.934 -0.051  -0.6860
C -2.905 0.735 0.241  -0.5737
C -2.644 -0.508 0.089  0.1405
C 1.780 -0.015 0.557  0.3287
H -3.196 -2.481 0.600  0.2251
H 2.701 -0.638 2.391  0.2075
H -1.694 -2.293 -0.498  0.2434
H -2.501 1.516 1.025  0.2424
H 0.984 0.848 -2.163  -0.1498
H 2.284 1.818 -0.473  0.2318
H 1.102 -1.307 2.056  0.2280
H -3.510 1.006 -0.644  0.2396
H 3.083 0.315 -0.903  0.2330
H 3.606 0.894 0.634  0.2464
H -0.590 1.771 -1.061  -0.1147


# 3
A structure of composition C6H11P, computed with the ωB97M-V functional and the def2-TZVPD basis.

Summary:
HOMO-LUMO gap	8.55	eV
highest occupied orbital energy	-0.3081	Eh

Last column: natural (NBO) charge in e.
Atoms and positions in Å:
P -1.271 -0.798 0.069  0.6670
C 0.132 1.223 -1.912  -0.4319
C 0.621 1.449 -0.518  0.0445
C -0.311 -1.462 1.267  -0.5568
C -0.141 0.401 -0.642  -0.3427
C 1.764 1.948 0.239  -0.6482
C -0.657 -2.560 2.169  -0.6688
H -0.127 -3.505 1.719  0.2278
H -2.401 0.775 -3.683  -0.0040
H 0.798 -1.066 1.383  0.2232
H 0.690 0.824 -2.779  0.1827
H 1.840 1.434 1.109  0.2188
H 1.390 2.902 0.572  0.2298
H -0.298 -2.368 3.144  0.2239
H -1.697 -2.943 2.155  0.2245
H -1.963 0.638 -3.024  -0.0015
H -0.630 1.891 -2.379  0.1776
H 2.790 2.163 -0.341  0.2344


In order of appearance, relative energy (zero: lowest compared OMol25 entry of this formula, charge and spin) = 94.2, 309.4, 392.1 kJ/mol.
In order of appearance, E_tot = -385.5964, -726.9209, -576.3683 hartree.
In order of appearance, strongest force on any atom = 2.814, 4.412, 4.213 eV Å⁻¹.